95
Properties=species:S:1:pos:R:3:forces:R:3 method="wB97M-V/def2-TZVPD" e_above_lowest_ev=0.524 multiplicity=1 e_lumo_ev="-3.33 / -3.32" total_charge=+1 e_homo_ev="-8.176 / -8.183" orbital_gap_ev="4.8 / 4.9" e_tot_ev=-97522.4601 max_force_ha_per_bohr=0.020
Ti -1.597361 -0.802005 -0.838809 -0.36 -0.16 -0.23
C 0.895834 -3.950170 3.328060 0.00 0.20 -0.08
N -0.138357 -3.308928 2.508158 -0.05 -0.24 0.21
C -0.039623 -2.735041 1.312139 0.10 -0.18 -0.09
N -1.189555 -2.176571 0.985427 -0.17 0.34 0.27
C -1.989282 -2.469477 2.047905 -0.06 -0.07 0.01
N -1.391530 -3.152714 2.995550 0.19 0.15 -0.23
C 1.889507 -2.952804 3.876628 0.04 -0.02 0.04
C 2.022114 -2.794287 5.249037 -0.01 0.00 0.04
C 2.947709 -1.896981 5.769755 0.00 0.00 0.03
C 3.735168 -1.136222 4.925574 0.04 0.02 0.02
C 3.602190 -1.285393 3.546600 0.02 0.06 -0.07
C 2.693525 -2.199013 3.028390 -0.01 -0.01 -0.06
C 4.425302 -0.469999 2.650463 -0.05 -0.10 0.05
N 5.395242 0.313776 2.951213 0.19 0.26 -0.27
N 5.835996 0.872569 1.744687 -0.06 -0.08 0.41
C 5.092146 0.374807 0.824637 -0.01 0.01 -0.13
O 4.168112 -0.488818 1.318932 -0.13 -0.14 -0.12
C 5.117723 0.642115 -0.615367 -0.03 -0.05 0.09
C 5.970145 1.620064 -1.115522 0.04 0.03 0.01
C 5.970017 1.887677 -2.474428 0.03 0.01 -0.01
C 5.118883 1.197235 -3.326326 0.01 0.03 -0.03
C 4.270612 0.214314 -2.830201 -0.04 -0.01 0.03
C 3.361489 -0.530087 -3.785756 -0.06 -0.04 0.14
N 2.198508 -1.104233 -3.113447 0.24 -0.10 -0.11
C 1.305296 -0.474068 -2.363008 0.04 0.17 0.13
N 0.453545 -1.340267 -1.842755 -0.04 -0.77 0.00
C 0.895354 -2.536869 -2.344646 0.14 0.06 0.06
N 1.959097 -2.439286 -3.106487 -0.12 0.27 0.12
C 4.282024 -0.067377 -1.471730 -0.01 -0.04 0.04
H 1.388447 -4.718536 2.734334 -0.01 0.00 -0.08
H 0.362480 -4.430694 4.140889 -0.05 -0.09 0.00
H 0.849141 -2.741505 0.701138 -0.02 0.01 0.04
H -3.032217 -2.200908 2.097820 0.05 0.03 0.00
H 1.403201 -3.379448 5.920233 0.02 0.03 -0.03
H 3.049378 -1.791668 6.841960 -0.01 0.00 -0.03
H 4.460294 -0.431611 5.313186 -0.04 -0.02 -0.01
H 2.639040 -2.321729 1.952502 -0.01 -0.01 0.05
H 6.616953 2.159276 -0.434881 -0.03 -0.01 -0.04
H 6.628695 2.648010 -2.873527 -0.02 -0.02 0.01
H 5.115143 1.427863 -4.386824 0.00 -0.01 0.05
H 3.876133 -1.365271 -4.254316 0.00 -0.07 -0.02
H 3.021373 0.141132 -4.572643 -0.03 0.00 -0.06
H 1.322699 0.591901 -2.200988 -0.03 -0.02 -0.02
H 0.414899 -3.477342 -2.136460 -0.03 0.02 -0.02
H 3.645141 -0.841753 -1.061104 0.00 0.03 -0.03
C -5.959066 1.572975 2.245811 0.08 -0.01 -0.04
N -4.676169 0.891286 2.100863 0.00 -0.02 0.05
C -3.747418 1.017128 3.217040 -0.07 0.10 -0.10
C -4.194764 0.480450 0.891498 -0.18 -0.06 -0.23
N -2.958831 0.172762 0.668515 0.26 -0.22 0.16
N -5.138057 0.363745 -0.112613 0.21 0.06 0.13
C -4.967713 -0.303242 -1.322034 -0.56 0.18 -0.05
N -6.107272 -0.421213 -2.053664 0.18 0.58 0.42
N -3.821128 -0.733125 -1.686767 0.54 -0.36 -0.03
H -6.230617 1.570511 3.296710 0.01 0.01 0.03
H -6.763249 1.052255 1.727331 0.00 -0.04 0.05
H -5.919385 2.610277 1.903156 0.00 0.00 -0.03
H -4.321378 1.054353 4.137763 -0.02 0.03 0.03
H -3.134093 1.921272 3.151729 0.02 -0.01 -0.02
H -3.096544 0.146800 3.281071 -0.01 -0.04 0.02
H -2.398630 0.337994 1.492926 0.03 0.13 0.05
H -6.052837 0.728324 0.068216 -0.05 -0.08 0.02
H -6.989825 -0.112934 -1.687869 0.02 -0.01 0.12
H -6.146848 -1.139075 -2.767096 0.05 -0.19 -0.21
H -3.912173 -1.158369 -2.604927 -0.05 0.07 0.06
O 1.295651 6.157269 -1.501140 -0.06 0.01 -0.12
N 1.316834 5.259685 -0.691083 -0.16 -0.14 0.10
O 1.962605 5.284012 0.334732 0.04 0.01 0.10
C 0.494762 4.045203 -0.978223 0.32 -0.06 0.33
C -0.245596 4.109569 -2.090523 -0.14 0.18 -0.25
C -0.967516 2.972971 -2.566960 -0.23 -0.03 -0.28
C -1.595121 2.953662 -3.805815 0.18 0.47 0.03
C -2.062786 1.743423 -4.296648 -0.07 -0.40 0.14
C -1.975070 0.614405 -3.509235 -0.14 0.14 -0.60
N -1.517391 0.626022 -2.243283 0.00 0.42 0.91
C -0.955015 1.801908 -1.791277 0.24 -0.04 0.06
C -0.256728 1.754219 -0.563898 -0.11 0.13 -0.14
N -0.315442 0.561786 0.124304 0.25 0.75 -0.11
C 0.453890 0.457999 1.226572 -0.09 -0.07 -0.09
C 1.275783 1.460747 1.669741 0.07 0.06 0.12
C 1.331380 2.675492 0.994500 0.01 0.00 -0.04
C 0.547417 2.853371 -0.139339 0.11 0.13 0.09
H -0.238462 5.026585 -2.664535 -0.02 -0.06 -0.04
H -1.662919 3.861325 -4.393465 0.05 -0.05 0.01
H -2.503610 1.670766 -5.281318 0.06 -0.03 0.01
H -2.281492 -0.345543 -3.901503 -0.12 -0.03 0.03
H 0.386292 -0.460587 1.786003 -0.01 -0.06 0.01
H 1.861852 1.308156 2.567304 -0.01 -0.01 -0.03
H 1.974380 3.461805 1.347170 -0.02 -0.01 0.01
N -1.920705 -2.749591 -1.539530 -0.21 -0.44 -0.51
C -2.761502 -3.313916 -2.130927 -0.15 0.39 0.08
N -3.673415 -3.915346 -2.767371 -0.54 -0.42 -0.44
C -4.754861 -3.285988 -3.193001 0.41 -0.05 0.24
N -5.697841 -2.721244 -3.564908 0.23 -0.40 -0.14